Density functional theory data (ωB97M-V/def2-TZVPD) for a molecular structure, C42H67GeN4O4P2RbS.

Energy relative to the best compared isomer or geometry (same formula, charge and spin) = 28.14 kcal/mol
Total charge = -2
Highest occupied orbital energy = 0.00 eV
Orbital gap = 3.457 eV
E = -145376.161 eV

Atoms and positions in Å:
Rb -0.149 -0.272 0.466
O -3.687 -3.260 -1.296
C -2.781 -2.595 -0.470
O -2.247 -1.472 -1.006
C -2.470 -3.100 0.735
C -3.024 -4.359 1.250
C -2.660 -4.814 2.466
C -1.758 -4.067 3.303
C -1.285 -2.872 2.740
N -1.572 -2.384 1.563
C -0.400 -1.963 3.564
O -0.450 -2.187 4.896
O 0.304 -1.083 3.133
H -3.860 -2.640 -2.013
H -3.720 -4.912 0.633
H -3.064 -5.757 2.822
H -1.296 -4.524 4.170
H -1.176 -2.825 5.019
C 4.895 -3.098 1.731
C 3.530 -2.449 1.937
C 3.707 -0.982 2.341
P 2.323 -2.487 0.513
C 1.627 -4.216 0.546
C 0.760 -4.399 -0.701
C 2.511 -5.437 0.797
C 3.366 -2.311 -0.971
C 4.225 -3.311 -1.424
C 4.991 -3.220 -2.578
C 5.922 -4.324 -3.006
C 4.864 -2.035 -3.309
C 4.040 -1.010 -2.905
C 3.249 -1.078 -1.709
N 2.440 -0.092 -1.307
C 2.438 1.104 -2.012
C 3.482 2.043 -1.858
C 4.639 1.707 -0.960
C 3.431 3.264 -2.519
C 2.371 3.604 -3.354
C 2.321 4.944 -4.042
C 1.344 2.680 -3.496
C 1.351 1.450 -2.841
C 0.203 0.493 -3.020
H 5.487 -3.033 2.651
H 5.442 -2.578 0.940
H 4.828 -4.148 1.445
H 3.000 -2.968 2.746
H 4.109 -0.408 1.500
H 4.408 -0.888 3.179
H 2.754 -0.540 2.633
H 0.940 -4.138 1.397
H 1.380 -4.451 -1.599
H 0.053 -3.572 -0.819
H 0.172 -5.318 -0.625
H 3.187 -5.637 -0.038
H 1.878 -6.322 0.921
H 3.108 -5.331 1.705
H 4.302 -4.222 -0.839
H 5.715 -5.241 -2.450
H 6.976 -4.074 -2.835
H 5.818 -4.557 -4.071
H 5.429 -1.916 -4.232
H 3.964 -0.120 -3.519
H 4.275 1.394 0.021
H 5.303 2.566 -0.840
H 5.219 0.867 -1.354
H 4.249 3.969 -2.381
H 3.300 5.230 -4.435
H 2.002 5.736 -3.356
H 1.616 4.931 -4.874
H 0.502 2.917 -4.142
H -0.248 0.604 -4.008
H -0.592 0.680 -2.288
H 0.525 -0.540 -2.890
C 0.368 5.260 -0.764
C -0.847 4.694 -0.033
P -0.502 3.059 0.753
C 0.817 3.510 1.973
C 2.214 3.149 1.461
C -1.957 2.952 1.881
C -3.254 2.836 1.080
H 0.105 6.156 -1.332
H 0.783 4.527 -1.460
H 1.161 5.533 -0.064
H -1.662 4.529 -0.742
H -1.212 5.401 0.723
H 0.603 2.934 2.879
H 0.749 4.569 2.249
H 2.285 2.079 1.254
H 2.986 3.401 2.193
H 2.452 3.659 0.525
H -1.969 3.813 2.566
H -1.820 2.044 2.477
H -3.506 3.779 0.586
H -4.095 2.544 1.708
H -3.140 2.063 0.313
S -3.542 -0.257 3.655
C -4.331 1.135 4.009
N -3.826 2.224 4.678
C -4.682 3.387 4.492
C -6.035 2.708 4.265
N -5.605 1.468 3.649
H -2.823 2.308 4.690
H -4.390 3.959 3.605
H -4.677 4.042 5.362
H -6.686 3.286 3.610
H -6.548 2.532 5.218
H -6.223 0.740 3.339
C -4.767 2.124 -2.064
Ge -4.272 0.209 -2.120
C -6.070 -0.700 -2.153
C -3.537 -0.125 -3.920
C -2.989 -0.192 -0.767
H -5.429 2.380 -2.895
H -3.863 2.734 -2.130
H -5.276 2.367 -1.129
H -6.707 -0.330 -2.965
H -6.579 -0.524 -1.202
H -5.967 -1.782 -2.267
H -4.297 0.028 -4.691
H -3.159 -1.147 -3.997
H -2.700 0.550 -4.110
H -3.420 -0.257 0.241